Entry 1:
The following is a quantum chemistry calculation of a 13-piece molecular cluster, C35H52F3N13O3 overall at a distorted geometry, from the Open Molecules 2025 dataset.

Results
energy	-70789.7991	eV
molecular weight	759.9	Da
gap between HOMO and LUMO	4.84	eV
LUMO	-1.06	eV

Geometry as XYZ:
```
106
Properties=species:S:1:pos:R:3:forces:R:3:lowdin_charge:R:1
C 0.984 -2.393 4.156 0.48 0.08 -0.07 -0.050
C -0.192 -1.509 3.609 -0.26 -0.79 0.41 -0.381
O -0.020 -0.135 4.055 0.61 -0.77 -0.46 -0.070
C -0.404 -1.568 2.056 -0.48 0.05 -0.57 -0.081
C 0.858 -1.170 1.198 0.09 1.12 0.89 -0.298
C 0.919 0.389 0.845 -0.18 -1.03 -0.09 -0.100
C 2.280 0.949 1.423 -1.92 0.82 -0.81 -0.102
C 2.392 2.499 1.510 0.35 -0.41 -2.48 -0.164
F 1.684 3.277 2.413 1.72 -1.35 0.53 0.031
C 3.293 3.162 0.667 -0.59 0.02 1.59 -0.183
F 4.425 3.683 1.257 -1.96 1.08 -1.96 0.092
F 3.075 3.356 -0.693 1.94 -1.27 2.41 0.065
O 1.014 -1.990 -0.011 0.61 -0.77 1.52 -0.047
C 1.720 -3.116 0.465 0.38 -0.90 -0.30 -0.290
O 2.922 -3.182 0.507 -0.92 0.59 -0.35 0.080
H 1.014 -2.422 5.280 -0.28 0.12 -1.09 0.089
H 0.951 -3.451 3.784 -0.16 0.92 0.23 0.089
H 1.989 -1.979 3.837 -0.99 -0.36 0.23 0.079
H -1.136 -1.857 4.119 0.86 0.36 -0.71 0.151
H 0.941 -0.002 4.014 -0.39 0.24 0.16 0.067
H -0.750 -2.580 1.692 0.43 0.82 0.74 0.127
H -1.267 -0.873 1.828 0.95 -0.64 0.17 0.123
H 1.786 -1.392 1.807 -1.00 0.37 -0.50 0.111
H 0.006 0.912 1.241 1.01 -0.47 -0.07 0.114
H 0.865 0.493 -0.278 0.30 -0.06 1.16 0.129
H 3.095 0.548 0.758 -0.59 0.59 0.93 0.140
H 2.423 0.548 2.469 0.07 0.54 -0.97 0.124
H 1.137 -4.011 0.834 -0.13 0.99 -0.44 0.130
C -1.605 2.923 4.545 -0.29 -0.19 -0.40 -0.056
C -2.480 2.326 3.508 0.42 0.23 0.44 -0.264
N -3.152 1.859 2.703 0.04 0.02 0.03 0.127
H -0.615 2.471 4.492 -0.10 -0.07 -0.04 0.059
H -1.517 3.998 4.387 -0.10 -0.06 -0.04 0.078
H -2.026 2.743 5.534 -0.02 -0.02 -0.08 0.083
C 1.094 5.741 -0.245 -0.45 0.40 -0.10 -0.064
C -0.054 6.637 -0.522 0.48 -0.40 0.14 -0.257
N -0.946 7.328 -0.734 0.06 -0.07 0.04 0.123
H 1.994 6.335 -0.083 -0.04 -0.01 -0.04 0.087
H 0.896 5.144 0.646 -0.04 0.04 -0.05 0.068
H 1.256 5.074 -1.091 -0.04 0.07 0.02 0.070
C 3.775 3.736 -3.911 -0.41 -0.34 -0.52 -0.055
C 2.892 3.177 -4.963 0.37 0.15 0.45 -0.259
N 2.202 2.748 -5.776 0.17 0.01 0.02 0.119
H 4.769 3.295 -3.985 -0.07 -0.02 -0.03 0.089
H 3.856 4.812 -4.034 0.00 -0.12 0.02 0.023
H 3.363 3.521 -2.925 0.03 0.01 -0.16 0.054
C 2.059 -7.467 0.195 -0.99 0.12 0.09 -0.100
C 1.045 -6.757 1.021 -1.92 0.48 0.41 -0.165
N 0.182 -6.176 1.661 13.84 0.20 0.90 -0.085
H 1.923 -8.547 0.290 0.04 0.00 -0.11 0.067
H 1.950 -7.190 -0.856 0.04 -0.11 0.02 0.071
H 3.065 -7.205 0.529 -0.09 -0.01 -0.03 0.064
C -3.952 -6.666 2.018 0.60 -0.01 0.25 -0.036
C -2.506 -6.356 1.884 0.02 -0.29 0.33 -0.070
N -1.366 -6.122 1.782 -11.68 -0.26 -1.81 0.069
H -4.309 -7.148 1.109 0.09 0.04 0.00 0.085
H -4.117 -7.335 2.865 -0.02 0.08 -0.06 0.063
H -4.515 -5.746 2.178 0.09 -0.03 0.00 0.086
C 5.274 -2.731 -2.154 0.00 -0.50 -0.24 -0.064
C 5.581 -4.027 -2.805 -0.12 0.55 0.26 -0.275
N 5.818 -5.031 -3.311 -0.05 0.13 0.07 0.108
H 6.158 -2.355 -1.641 -0.02 -0.05 -0.06 0.082
H 4.962 -2.004 -2.904 0.11 -0.06 -0.02 0.047
H 4.469 -2.860 -1.428 0.07 -0.06 -0.01 0.050
C -6.105 0.689 0.676 -0.02 -0.59 -0.02 -0.071
C -6.068 -0.767 0.397 0.04 -0.01 -0.06 -0.274
N -6.031 -1.898 0.166 -0.08 0.76 0.24 0.110
H -5.711 0.886 1.673 0.07 -0.02 -0.08 0.059
H -5.499 1.222 -0.056 0.01 -0.07 0.06 0.079
H -7.132 1.051 0.620 0.04 -0.07 -0.03 0.076
C -4.170 7.425 1.000 -0.14 -0.31 0.51 -0.078
C -4.461 6.684 2.252 0.10 0.31 -0.51 -0.279
N -4.686 6.110 3.222 0.06 0.07 -0.13 0.111
H -5.072 7.925 0.648 0.02 -0.05 0.06 0.076
H -3.398 8.171 1.183 -0.01 -0.08 -0.02 0.072
H -3.822 6.734 0.233 0.03 0.05 0.06 0.068
C -8.185 -2.493 3.434 0.41 0.01 0.44 -0.072
C -7.150 -2.398 4.492 -0.42 -0.03 -0.45 -0.278
N -6.349 -2.324 5.312 -0.10 -0.01 -0.12 0.115
H -9.089 -2.943 3.842 0.07 0.01 0.01 0.077
H -8.424 -1.499 3.058 0.06 -0.04 0.03 0.072
H -7.817 -3.105 2.610 0.02 0.06 0.04 0.070
C 3.752 -0.534 -6.917 0.40 0.02 0.31 -0.063
C 4.794 -0.480 -5.867 -0.49 -0.01 -0.47 -0.265
N 5.598 -0.434 -5.049 -0.04 0.02 0.02 0.126
H 2.843 -0.977 -6.512 0.06 0.05 0.01 0.084
H 3.530 0.474 -7.267 -0.03 -0.03 0.11 0.051
H 4.099 -1.135 -7.756 0.03 0.00 0.09 0.080
C 3.396 8.028 -4.923 0.20 -0.31 0.46 -0.053
C 3.995 7.294 -3.780 -0.19 0.44 -0.39 -0.263
N 4.460 6.729 -2.893 -0.15 0.19 -0.17 0.128
H 2.950 7.324 -5.625 0.09 0.00 0.02 0.067
H 2.626 8.708 -4.561 0.05 -0.05 0.04 0.081
H 4.166 8.602 -5.437 -0.01 -0.08 0.04 0.084
C -4.787 -9.431 5.614 -0.46 0.38 -0.15 -0.071
C -5.915 -8.541 5.247 0.47 -0.37 0.16 -0.282
N -6.788 -7.851 4.962 0.14 -0.08 -0.01 0.122
H -3.892 -8.837 5.802 -0.07 -0.01 0.00 0.079
H -5.036 -9.993 6.513 -0.01 0.05 -0.05 0.079
H -4.587 -10.129 4.801 -0.04 0.04 0.03 0.078
C 3.802 3.410 -9.243 0.00 0.65 0.23 -0.067
C 3.801 4.786 -8.677 -0.03 -0.64 -0.22 -0.268
N 3.798 5.849 -8.242 0.00 -0.20 -0.02 0.118
H 2.778 3.080 -9.417 0.03 0.07 0.06 0.081
H 4.346 3.399 -10.187 -0.02 0.05 0.06 0.078
H 4.282 2.723 -8.547 -0.03 0.10 0.02 0.064
```
Forces are in eV/Å.

---

Entry 2:
The following is a quantum chemistry calculation of C28H49GeIN6O2Ti as an isolated structure, from the Open Molecules 2025 dataset.

Results
energy	-130575.1285	eV
energy above the lowest of the compared OMol25 structures with the same formula, charge and spin	31.9	kcal/mol
net charge	+3
molecular weight	749.1	Da
2S+1	2
gap between HOMO and LUMO (alpha / beta)	6.16 / 5.66	eV
expectation value of S²	0.758
LUMO (alpha / beta)	-10.21 / -10.76	eV

Geometry as XYZ:
```
88
Properties=species:S:1:pos:R:3:forces:R:3:lowdin_charge:R:1
Ti -0.138 0.238 0.068 0.54 -0.15 0.46 0.981
N 1.442 -0.179 -1.359 0.15 -0.01 -0.19 -0.030
C 1.070 -0.733 -2.688 -0.08 -0.01 -0.01 -0.152
C -0.138 -1.635 -2.518 0.10 0.00 -0.04 -0.133
N -1.223 -1.025 -1.695 -0.04 0.07 -0.07 -0.223
C -2.049 -2.113 -1.121 0.04 -0.04 0.09 -0.164
C -1.255 -2.911 -0.105 -0.05 0.00 -0.08 -0.159
N -0.301 -2.008 0.601 0.07 0.12 -0.04 -0.007
C -2.124 -0.187 -2.526 -0.03 0.03 -0.03 -0.154
C -1.546 1.188 -2.764 0.01 -0.04 0.02 -0.159
N -0.996 1.676 -1.472 -0.13 0.22 -0.17 -0.023
H 1.987 0.676 -1.475 0.01 -0.02 0.02 0.122
H 2.087 -0.810 -0.877 -0.02 -0.02 -0.03 0.031
H 1.890 -1.310 -3.117 0.02 0.02 0.00 0.145
H 0.885 0.093 -3.368 0.01 0.00 0.03 0.114
H 0.195 -2.543 -2.017 -0.02 -0.01 0.00 0.121
H -0.525 -1.943 -3.493 -0.02 0.00 0.01 0.153
H -2.445 -2.762 -1.908 0.00 -0.01 0.00 0.154
H -2.901 -1.645 -0.630 -0.03 0.02 -0.01 0.094
H -0.716 -3.737 -0.565 0.03 0.01 0.01 0.129
H -1.940 -3.358 0.615 0.02 -0.02 0.01 0.137
H 0.647 -2.367 0.479 0.00 0.01 0.02 0.072
H -0.440 -2.110 1.604 -0.02 0.00 0.01 0.060
H -3.066 -0.080 -1.983 0.02 -0.03 0.02 0.111
H -2.357 -0.684 -3.472 -0.02 -0.01 0.01 0.150
H -2.314 1.861 -3.144 -0.01 -0.02 -0.01 0.138
H -0.757 1.176 -3.510 0.00 0.02 0.03 0.117
H -1.643 2.356 -1.078 0.05 0.02 0.02 0.075
H -0.164 2.239 -1.634 -0.01 -0.01 0.00 0.082
C 1.544 4.477 -0.505 0.01 0.05 0.04 0.010
C 1.062 4.188 0.886 -0.02 -0.18 -0.17 -0.242
N 1.019 5.187 1.747 0.00 0.16 0.06 0.166
C 0.666 5.003 3.023 0.01 -0.15 -0.05 -0.023
C 0.357 3.761 3.548 -0.02 0.10 0.06 -0.097
C 0.004 3.599 5.015 0.01 -0.05 -0.03 -0.213
O -0.110 4.826 5.671 -0.01 0.07 -0.01 -0.019
C 0.354 2.683 2.644 0.00 -0.13 -0.21 -0.103
C 0.215 1.329 3.098 -0.02 -0.02 0.11 -0.042
N 0.033 0.254 2.388 -0.02 0.12 0.01 -0.011
C 0.219 -0.929 3.200 0.00 -0.09 0.05 -0.404
C -0.764 -1.339 4.095 0.00 0.03 -0.05 -0.033
C -0.577 -2.468 4.881 0.03 -0.02 0.01 -0.025
C 0.600 -3.195 4.780 -0.03 0.03 0.00 -0.028
C 1.600 -2.780 3.910 0.01 -0.01 0.00 -0.108
C 1.412 -1.649 3.128 0.09 0.02 -0.06 -0.633
I 2.990 -1.014 1.894 -0.13 -0.03 0.06 1.111
C 0.684 2.901 1.300 -0.06 0.20 0.37 -0.239
O 0.630 1.869 0.454 -0.13 -0.33 -0.33 -0.250
H 1.381 5.528 -0.730 0.01 0.00 0.00 0.100
H 1.041 3.875 -1.265 -0.01 0.00 0.00 0.055
H 2.615 4.283 -0.584 0.00 -0.01 0.00 0.103
H 0.636 5.879 3.655 0.01 0.02 -0.02 0.135
H 0.738 2.942 5.500 0.01 0.01 0.00 0.139
H -0.969 3.102 5.094 0.01 -0.02 0.01 0.133
H 0.679 5.025 6.186 0.00 -0.03 0.01 0.119
H 0.346 1.184 4.170 0.01 0.00 -0.01 0.153
H -1.662 -0.741 4.203 -0.02 -0.02 -0.01 0.109
H -1.342 -2.767 5.584 0.00 -0.01 0.00 0.127
H 0.756 -4.072 5.392 0.00 0.00 0.00 0.130
H 2.531 -3.328 3.855 0.00 0.00 0.01 0.113
C -6.724 4.850 0.651 0.00 -0.01 -0.02 -0.085
C -6.100 3.703 -0.134 -0.04 0.03 0.01 -0.254
C -4.897 3.108 0.600 0.11 -0.04 0.07 -0.288
C -4.271 1.945 -0.212 -0.15 0.10 -0.17 -0.316
Ge -3.011 1.107 0.968 -0.28 0.02 0.11 1.161
C -3.439 -0.543 1.865 -0.08 0.01 0.07 -0.303
C -4.252 -0.077 3.107 -0.04 0.10 0.03 -0.273
C -5.743 0.073 2.806 0.01 0.00 -0.01 -0.269
C -6.521 0.606 4.002 0.02 0.00 -0.02 -0.079
H -7.580 5.255 0.115 0.00 0.00 0.00 0.088
H -6.011 5.662 0.800 0.00 0.00 0.00 0.083
H -7.072 4.518 1.630 0.00 -0.01 0.00 0.081
H -5.779 4.049 -1.120 0.02 0.00 0.00 0.119
H -6.840 2.916 -0.305 0.00 0.00 0.01 0.119
H -5.224 2.757 1.587 -0.01 0.04 0.00 0.096
H -4.146 3.883 0.780 0.00 0.01 -0.02 0.118
H -3.844 2.327 -1.142 0.03 0.02 0.03 0.069
H -5.033 1.210 -0.485 0.04 -0.04 0.01 0.090
H -2.011 2.053 1.650 -0.01 0.01 -0.01 0.013
H -2.544 -1.090 2.153 0.05 0.00 -0.01 0.031
H -4.065 -1.168 1.228 0.03 -0.03 -0.01 0.081
H -3.865 0.870 3.517 0.01 -0.02 0.01 0.107
H -4.106 -0.809 3.906 0.01 -0.03 -0.03 0.126
H -6.136 -0.901 2.505 0.00 0.01 -0.01 0.126
H -5.885 0.738 1.945 -0.02 -0.04 0.01 0.087
H -6.422 -0.060 4.859 -0.01 0.00 0.00 0.088
H -7.581 0.687 3.766 -0.01 0.00 0.01 0.089
H -6.167 1.594 4.301 0.00 0.00 0.00 0.082
```
Forces are in eV/Å.